No. 1
{"formula": "C6H7N", "method": "ωB97M-V with the def2-TZVPD basis set", "species": ["C", "C", "C", "C", "C", "C", "N", "H", "H", "H", "H", "H", "H", "H"], "coordinates": [[-1.7786, -1.7070, 0.3937], [-1.3243, -0.5214, 0.7769], [-0.2326, 0.2483, 0.2131], [0.5260, 1.2685, 0.7273], [1.6422, 1.4663, -0.1271], [1.5323, 0.5659, -1.1469], [0.3905, -0.1550, -0.9510], [-1.4539, -2.3076, -0.4596], [-2.5849, -2.2324, 0.8853], [-1.8121, -0.0710, 1.6167], [0.3444, 1.9396, 1.5524], [2.4614, 2.1516, -0.0771], [2.1318, 0.3885, -2.0249], [0.1578, -1.0343, -1.3789]], "forces_ev_per_a": [[-0.3, -0.9, -0.6], [-0.2, 0.1, -0.1], [0.4, -0.5, -0.4], [0.4, 1.0, 0.1], [0.0, -0.3, -0.5], [-0.2, -0.4, -0.3], [-0.3, -0.3, 0.5], [0.4, 0.5, 0.1], [-0.1, 0.4, 0.4], [-0.1, 0.3, 0.5], [-0.3, -0.4, 0.3], [0.0, 0.4, 0.3], [0.1, 0.1, 0.1], [0.1, 0.2, -0.3]], "e_tot_ha": -287.5530, "gap_ev": 8.96, "smiles": "C=Cc1ccc[nH]1", "max_force_ev_per_a": 1.13}

***

No. 2
{"formula": "C6H7N", "method": "ωB97M-V with the def2-TZVPD basis set", "species": ["C", "N", "C", "C", "C", "C", "C", "H", "H", "H", "H", "H", "H", "H"], "coordinates": [[-3.0727, -0.5284, -0.0910], [-2.9206, 0.6365, 0.4805], [-1.7927, -0.0970, -0.0249], [-0.5732, -0.4594, -0.3526], [0.5791, 0.4326, 0.0273], [1.7563, 0.0696, 0.8710], [1.8352, 0.3999, -0.6556], [-3.8503, -1.1934, -0.2847], [-0.5413, -1.4685, -0.7312], [0.2777, 1.3857, 0.1881], [1.8199, -0.9025, 1.1663], [2.1555, 0.7557, 1.4931], [2.1490, 1.4213, -0.8176], [2.1782, -0.4520, -1.2686]], "forces_ev_per_a": [[-0.8, 2.1, 1.3], [-0.1, -1.1, -0.7], [0.7, -1.0, -0.7], [0.8, 1.2, 1.5], [-1.5, -3.0, -0.4], [-1.2, 0.4, -3.4], [2.2, -0.6, 0.5], [-1.2, -0.8, -0.3], [0.7, 0.0, -0.3], [-1.3, 2.8, 0.5], [0.4, -2.6, 0.5], [1.0, 2.1, 2.0], [0.9, -0.3, -0.6], [-0.4, 0.9, 0.0]], "e_tot_ha": -287.4015, "gap_ev": 9.12, "smiles": "C1=NC/1=C\\C1CC1", "max_force_ev_per_a": 3.66}

***

No. 3
{"formula": "C6H7N", "method": "ωB97M-V with the def2-TZVPD basis set", "species": ["C", "C", "C", "C", "C", "C", "N", "H", "H", "H", "H", "H", "H", "H"], "coordinates": [[2.1770, -0.1091, -0.4481], [0.7188, -0.0184, -0.0814], [-0.2898, -0.3805, -0.9771], [-1.6178, -0.2655, -0.5843], [-1.8993, 0.2156, 0.6887], [-0.8273, 0.5406, 1.5129], [0.4501, 0.4293, 1.1512], [2.3218, -0.1949, -1.5290], [2.6404, -0.9790, 0.0307], [2.7006, 0.7791, -0.0846], [-0.0321, -0.7379, -1.9707], [-2.4203, -0.5418, -1.2638], [-2.9201, 0.3447, 1.0355], [-1.0019, 0.9178, 2.5199]], "forces_ev_per_a": [[0.0, 0.0, 0.0], [0.0, 0.0, 0.0], [0.0, 0.0, 0.1], [0.1, 0.0, 0.0], [0.1, 0.0, 0.0], [0.0, 0.0, 0.0], [-0.2, 0.0, -0.2], [0.0, 0.0, 0.2], [-0.1, 0.1, -0.1], [-0.1, -0.1, -0.1], [0.0, 0.0, 0.2], [0.1, 0.1, 0.1], [0.2, 0.0, 0.0], [0.0, -0.1, -0.1]], "e_tot_ha": -287.5867, "gap_ev": 10.48, "smiles": "Cc1ccccn1", "max_force_ev_per_a": 0.25}

***

No. 4
{"formula": "C6H7N", "method": "ωB97M-V with the def2-TZVPD basis set", "species": ["C", "C", "C", "C", "C", "C", "N", "H", "H", "H", "H", "H", "H", "H"], "coordinates": [[-1.3199, 0.7243, -0.2153], [-1.3633, -0.6239, -0.3655], [-0.1046, -1.1176, 0.1995], [1.2602, -0.6387, -0.3620], [1.1144, 0.7772, -0.3518], [-0.0641, 1.0381, 0.4377], [-0.0387, -0.1533, 1.3578], [-2.1493, 1.2400, -0.6338], [-2.0737, -1.0441, -0.9567], [-0.1126, -2.1004, 0.6542], [1.9627, -1.2372, -1.0185], [1.7972, 1.3942, -1.0823], [0.2124, 2.1250, 0.8704], [0.8793, -0.3837, 1.4662]], "forces_ev_per_a": [[-2.2, -2.7, -1.6], [1.5, 3.7, -0.1], [1.1, -1.2, 2.3], [-0.6, 2.6, -3.5], [4.3, -4.7, -4.1], [1.6, 4.2, 3.4], [-2.9, 0.6, 0.1], [0.0, 1.3, 0.0], [-1.8, -1.7, -1.3], [0.0, -0.5, -0.4], [-0.9, 0.9, 1.0], [-1.6, -0.8, 2.1], [-1.8, -2.3, -0.1], [3.3, 0.6, 2.3]], "e_tot_ha": -287.4045, "gap_ev": 9.18, "smiles": "C1=C[C@H]2C=C[C@@H]1N2", "max_force_ev_per_a": 7.53}

***

No. 5
{"formula": "C6H7N", "method": "ωB97M-V with the def2-TZVPD basis set", "species": ["C", "C", "C", "C", "N", "C", "C", "H", "H", "H", "H", "H", "H", "H"], "coordinates": [[0.4315, 1.7873, 1.1172], [0.1007, 0.3654, 0.8798], [-0.4267, -1.5588, -0.5609], [-1.7695, -0.9830, -0.7586], [-2.7688, -0.4059, -0.8558], [0.5014, -0.3896, -0.1913], [1.7188, 0.0008, -0.8076], [1.2995, 2.0919, 0.5333], [-0.4552, 2.3201, 0.7358], [0.5204, 2.0421, 2.1760], [-0.6371, -0.0729, 1.5618], [-0.0967, -2.0449, -1.4851], [-0.4798, -2.3234, 0.2267], [2.0644, -0.8319, -1.4578]], "forces_ev_per_a": [[0.1, -0.1, 0.0], [-0.1, 0.1, 0.0], [0.0, -0.1, -0.1], [-0.8, 0.4, -0.1], [1.0, -0.7, 0.1], [0.2, 0.2, 0.0], [-0.4, -0.3, 0.1], [-0.1, 0.0, 0.1], [0.1, 0.0, 0.1], [0.1, -0.1, -0.1], [0.0, 0.1, -0.2], [0.0, 0.1, 0.2], [0.0, 0.2, -0.2], [-0.1, 0.1, 0.1]], "e_tot_ha": -287.4123, "gap_ev": [7.51, 7.51], "max_force_ev_per_a": 1.21}

***

No. 6
{"formula": "C6H7N2", "method": "ωB97M-V with the def2-TZVPD basis set", "species": ["C", "C", "C", "N", "C", "C", "C", "N", "H", "H", "H", "H", "H", "H", "H"], "coordinates": [[1.6123, 1.0215, -0.0556], [0.1739, 0.5258, -0.0547], [0.0045, -0.8118, -0.1687], [0.7427, -1.8666, 0.1025], [-0.8092, 1.5981, 0.0473], [-2.0445, 1.1830, -0.0507], [-2.3785, -0.0324, 0.0175], [-2.1548, -1.1996, 0.0303], [1.7159, 2.1150, -0.0703], [2.2222, 0.6047, -0.9618], [1.9610, 0.6702, 0.8929], [0.7504, -2.5733, -0.6010], [1.2358, -1.8714, 1.0068], [-0.3299, 2.6403, 0.0716], [-2.7018, -2.0033, -0.2061]], "forces_ev_per_a": [[0.9, -0.8, -2.3], [0.1, -0.3, 0.1], [1.4, 0.4, 0.5], [-1.3, 2.0, 0.3], [2.2, 1.5, 0.0], [-1.9, 1.2, 0.3], [-1.0, 1.7, -0.3], [1.5, -2.2, -0.2], [-0.4, -0.4, -0.1], [-1.0, 0.6, 1.9], [0.9, -0.2, 0.5], [0.5, -0.9, 0.1], [-0.2, -0.7, -0.8], [-1.3, -1.5, -0.1], [-0.5, -0.5, 0.1]], "e_tot_ha": -341.8774, "gap_ev": 8.24, "smiles": "CC(=C=[NH2+])C=C=C=N", "total_charge": 1, "max_force_ev_per_a": 2.69}

***

No. 7
{"formula": "C6H7N2O", "method": "ωB97M-V with the def2-TZVPD basis set", "species": ["C", "C", "N", "C", "O", "C", "C", "C", "N", "H", "H", "H", "H", "H", "H", "H"], "coordinates": [[0.7753, 1.5975, 1.6294], [0.1119, 1.0077, 0.4451], [-0.7382, 1.7020, -0.3599], [-1.3687, 0.8205, -1.3452], [-2.1716, 1.1837, -2.1688], [-0.7960, -0.5271, -1.1455], [-0.1181, -1.4330, -0.4566], [0.4448, -2.8009, -0.4551], [0.1701, -0.2348, 0.0936], [0.3752, 2.5009, 2.1176], [1.7307, 1.8912, 1.1926], [0.7233, 0.8562, 2.4739], [-0.8503, 2.6507, -0.6624], [1.2851, -2.6369, -1.0030], [-0.1432, -3.5992, -0.9737], [0.5698, -2.9786, 0.6179]], "forces_ev_per_a": [[0.2, -0.3, 0.9], [-1.3, 0.5, 0.3], [-0.9, -2.6, -2.2], [-1.0, 0.9, -1.2], [1.1, -0.4, 1.2], [0.7, 0.3, 1.6], [-2.0, -0.7, -2.9], [-3.0, 0.1, 1.9], [0.9, 1.1, 1.5], [-0.5, -0.2, -1.0], [0.7, -0.3, 1.0], [1.0, 0.5, -1.1], [0.3, 0.9, 0.9], [3.2, -0.1, -1.1], [0.1, 1.1, 0.6], [0.6, -0.7, -0.4]], "e_tot_ha": -417.1755, "gap_ev": 9.16, "smiles": "Cc1[nH+]c(=O)c2c(C)n1-2", "total_charge": 1, "max_force_ev_per_a": 3.57}

***

No. 8
{"formula": "C6H7N2O2", "method": "ωB97M-V with the def2-TZVPD basis set", "species": ["O", "C", "O", "C", "C", "C", "C", "N", "N", "C", "H", "H", "H", "H", "H", "H", "H"], "coordinates": [[-1.8547, -0.0919, -3.0145], [-1.0802, 0.4265, -2.1960], [-1.4408, 1.6079, -1.4501], [0.3835, -0.1666, -1.8182], [0.3925, -0.2540, -0.2069], [1.3964, 0.5752, 0.6227], [1.1927, 0.3654, 2.1685], [0.1512, -0.5305, 2.5442], [-0.6917, -1.2772, 1.8582], [-0.6357, -1.1987, 0.4603], [-2.2962, 1.4048, -0.9996], [0.5609, -1.1967, -2.3087], [1.1985, 0.5448, -2.1743], [2.1902, 1.2779, 0.2052], [1.8240, 0.9227, 2.9534], [0.0363, -0.6085, 3.5782], [-1.3271, -1.8010, -0.2226]], "forces_ev_per_a": [[3.0, 1.7, 3.1], [-2.0, -0.8, -1.6], [0.6, -2.6, -0.3], [-0.6, 0.5, 0.9], [1.0, 0.3, 1.3], [-3.5, -3.0, 2.5], [-1.0, -0.6, -4.3], [2.6, 2.2, 0.6], [0.3, 0.4, -3.9], [2.7, 2.4, 1.3], [0.5, 0.4, -0.9], [-0.6, 1.7, 0.9], [-1.1, -0.8, 0.5], [-1.3, -1.2, 0.6], [-1.4, -1.2, -1.1], [-0.1, -0.2, -1.1], [1.0, 0.8, 1.6]], "e_tot_ha": -492.4440, "gap_ev": 8.67, "smiles": "O=C(O)Cc1cc[nH+]nc1", "total_charge": 1, "max_force_ev_per_a": 5.26}